# 1
56
Properties=species:S:1:pos:R:3 method="wB97M-V/def2-TZVPD" largest_force_ha_per_bohr=0.044 lumo_ev="-12.42 / -12.42" total_charge=+3 e_tot_ev=-59505.299 orbital_gap_ha="0.09303 / 0.09347"
Os -0.1295 -0.4419 0.0200
Cl 3.9911 -8.2346 -1.5363
S -2.0448 -2.3559 0.7331
O 0.2390 -4.0864 -3.0841
O 0.4668 -2.2592 -1.1277
O 0.1305 -0.6041 -2.4861
O 1.2826 1.5392 -1.0285
N 1.5034 -0.8297 1.4153
N -0.6405 0.9579 1.4863
N -1.9300 0.5438 -0.9038
N -3.0303 -3.4492 2.9087
N -1.7934 -1.4795 3.2164
C -3.2518 -3.5794 4.2246
C 2.5563 -4.8021 -2.8907
C 0.6536 -6.1547 -2.1064
C -0.8077 -6.2907 -1.8882
C 0.3580 -1.8092 -2.2983
C -2.7247 -2.6469 5.0847
C -2.4063 1.6380 -0.0201
C 1.5420 -7.1367 -1.7324
C 0.4909 -2.7666 -3.4905
C 1.1952 -0.1068 2.6756
C 1.1632 -4.9513 -2.7113
C -2.0046 -1.5897 4.5123
C -2.2939 -2.4132 2.4000
C 0.5451 1.2330 2.3179
C 3.4183 -5.8021 -2.5267
C 2.9196 -6.9944 -1.9482
C -1.2318 2.1345 0.8229
H -1.6100 0.9225 -1.7981
H -2.8678 -2.7208 6.1484
H -1.2990 -6.5199 -2.8367
H 0.4908 -0.7135 3.2523
H 1.1712 -8.0437 -1.2790
H 4.4786 -5.6976 -2.7008
H -1.3502 0.5294 2.0975
H -1.2370 -5.3538 -1.5358
H 1.2429 1.8467 1.7420
H -0.4664 2.5749 0.1765
H -2.7013 -0.0853 -1.1295
H -1.5614 2.8871 1.5468
H 2.0937 0.0491 3.2838
H -1.0322 -7.0940 -1.1921
H 1.0941 1.5021 -1.9743
H -3.8429 -4.4199 4.5602
H 0.2765 1.7868 3.2230
H -3.4209 -4.1184 2.2494
H -0.2953 -2.5082 -4.2084
H 2.3437 -0.4240 0.9905
H 1.4666 -2.6195 -3.9666
H -2.8254 2.4641 -0.6015
H -3.1955 1.2568 0.6339
H 2.2036 1.8143 -0.9614
H -1.5861 -0.8119 5.1379
H 2.9624 -3.9122 -3.3451
H 1.7230 -1.8090 1.6162

=====

# 2
13
Properties=species:S:1:pos:R:3 method="wB97M-V/def2-TZVPD" largest_force_ha_per_bohr=0.005 lumo_ev=4.05 total_charge=-1 e_tot_ev=-15567.042 e_above_lowest_kcal_mol=0.00 orbital_gap_ha=0.25951
S -1.2361 1.6832 2.3367
N 0.4019 -0.6484 0.8465
C -0.6190 0.5482 -0.9676
C 1.1637 -1.1362 -1.3756
C 0.3806 -0.4719 -0.5026
H -0.6153 0.6219 -2.0523
H 1.1577 -1.2008 1.2117
H -0.3798 1.5195 -0.5349
H -0.0819 0.0212 1.4696
H 1.8944 -1.8649 -1.0413
H -1.5275 1.5933 3.6432
H 1.0759 -0.9649 -2.4384
H -1.6147 0.2997 -0.5951